#1
Molecular formula: C6H10N2O5
Method: DFT, wB97M-V/def2-TZVPD

Orbital gap, eV: 10.37
Molar mass, g mol⁻¹: 190.155
HOMO, eV: -9.96
LUMO level, eV: 0.42
Structure (SMILES): N[C@@H](CC(=O)O)C(=O)NCC(=O)O

Last column: natural (NBO) charge in e.
Element x y z (Å)
C  0.8388  -1.3050  0.3986  -0.133
C  -0.3246  -0.2960  0.4080  0.668
C  2.0108  -0.4201  -0.0791  -0.520
C  2.3395  0.7558  0.8714  0.809
C  -2.4781  0.3459  -0.5401  -0.373
C  -2.7950  1.7762  -0.9075  0.789
H  1.3140  -3.0975  -0.4853  0.372
H  0.8171  -2.0939  -1.5440  0.366
H  0.9632  -1.7327  1.4970  0.249
H  2.9531  -0.9351  -0.4126  0.238
H  1.6654  0.0626  -0.9519  0.233
H  3.1841  1.2150  2.5673  0.507
H  -1.3141  -1.4202  -0.7725  0.427
H  -2.7682  0.2231  0.4713  0.216
H  -3.2116  -0.1325  -1.1467  0.241
H  -1.3388  2.2614  0.0362  0.511
N  0.5539  -2.3524  -0.6090  -0.846
N  -1.2687  -0.3938  -0.5952  -0.621
O  -0.3871  0.6292  1.2385  -0.651
O  2.1130  1.8889  0.5421  -0.578
O  2.8722  0.4026  2.0601  -0.696
O  -3.8311  1.9433  -1.3951  -0.559
O  -1.9077  2.6750  -0.6516  -0.649

---

#2
Molecular formula: C6H10N2O5
Method: DFT, wB97M-V/def2-TZVPD

Orbital gap, eV: 10.02
Molar mass, g mol⁻¹: 190.155
HOMO, eV: -9.57
LUMO level, eV: 0.45
Structure (SMILES): NC(=O)N[C@@H](CCC(=O)O)C(=O)O

Last column: natural (NBO) charge in e.
Element x y z (Å)
N  -1.5924  -2.8377  -0.0954  -0.835
C  -1.4499  -1.6663  0.5942  0.788
O  -2.1148  -1.3864  1.5749  -0.660
N  -0.4379  -0.8671  0.1586  -0.653
H  -0.0382  -0.9835  -0.7628  0.424
C  -0.2936  0.4269  0.7882  -0.135
C  -1.6946  0.9846  1.0750  0.817
O  -2.5483  1.1164  0.2405  -0.609
O  -1.8064  1.4243  2.3259  -0.682
H  -2.7167  1.7107  2.5001  0.498
H  0.2196  0.3165  1.7533  0.208
C  0.4535  1.4111  -0.1135  -0.400
H  0.4101  2.3940  0.3578  0.229
H  -0.0710  1.4704  -1.0692  0.235
C  1.9226  1.0425  -0.3411  -0.524
H  2.3295  0.5487  0.5452  0.246
H  2.5226  1.9375  -0.5132  0.245
C  2.1628  0.1215  -1.5095  0.815
O  1.3456  -0.5811  -2.0487  -0.624
O  3.4354  0.1605  -1.9047  -0.674
H  3.5877  -0.4454  -2.6478  0.501
H  -1.2107  -2.9209  -1.0211  0.387
H  -2.4149  -3.3770  0.1133  0.403

---

Bottom line: #2, by a margin of 2.198 eV.

---

#1
Molecular formula: C2H6Cl2P
Method: DFT, wB97M-V/def2-TZVPD

Orbital gap, eV: 12.78
Total charge: +1
Molar mass, g mol⁻¹: 131.950
HOMO, eV: -16.66
LUMO level, eV: -3.88

Last column: natural (NBO) charge in e.
Element x y z (Å)
C  -1.2849  0.0059  -0.8698  -0.983
C  1.1763  0.6574  0.7576  -0.984
P  0.1532  -0.6585  0.0058  1.412
Cl  1.1736  -1.9166  -1.1460  -0.102
Cl  -0.4000  -1.7853  1.5142  -0.113
H  -2.2439  -0.5042  -0.6633  0.313
H  -0.9872  0.1904  -1.9126  0.299
H  -1.4379  0.9463  -0.3080  0.276
H  0.7369  0.8095  1.7711  0.295
H  0.8350  1.5376  0.1617  0.270
H  2.2790  0.7175  0.6893  0.318

---

#2
Molecular formula: C2H6Cl2P
Method: DFT, wB97M-V/def2-TZVPD

Orbital gap (alpha / beta), eV: 7.06 / 7.06
Total charge: +1
Molar mass, g mol⁻¹: 131.950
HOMO (alpha / beta), eV: -15.22 / -15.21
LUMO level (alpha / beta), eV: -8.16 / -8.15

Last column: natural (NBO) charge in e.
Element x y z (Å)
C  0.6981  0.4263  -1.3388  -1.045
C  -1.3805  -0.0606  0.8551  -0.968
P  0.3581  -0.0102  0.3864  1.428
Cl  1.3112  1.1466  1.6843  -0.066
Cl  1.7288  -2.6332  0.8972  -0.180
H  0.1789  -0.3375  -1.9988  0.309
H  1.8843  0.3023  -1.4438  0.326
H  0.3712  1.4605  -1.6854  0.323
H  -1.7453  0.8786  1.0480  0.288
H  -1.6377  -0.7217  1.6691  0.315
H  -1.7671  -0.4511  -0.0732  0.270

---

Bottom line: #1, by a margin of 3.426 eV.

---

#1
Molecular formula: C3H2O3S
Method: DFT, wB97M-V/def2-TZVPD

Orbital gap, eV: 10.52
Molar mass, g mol⁻¹: 118.113
HOMO, eV: -10.51
LUMO level, eV: 0.01

Last column: natural (NBO) charge in e.
Element x y z (Å)
C  -2.6122  -1.1988  -2.8540  -0.191
C  -3.2155  0.2162  0.6512  1.033
C  0.0084  -0.2688  0.1916  0.308
O  -3.9566  -0.6352  0.7816  -0.500
O  -0.6561  -1.2073  0.5576  -0.529
O  -2.4354  1.0571  0.6351  -0.531
S  -2.3279  -2.1799  -1.6950  0.184
H  0.7537  0.2948  0.9922  0.101
H  0.0487  0.1176  -0.7820  0.126

---

#2
Molecular formula: C3H2O3S
Method: DFT, wB97M-V/def2-TZVPD

Orbital gap, eV: 8.45
Molar mass, g mol⁻¹: 118.113
HOMO, eV: -10.15
LUMO level, eV: -1.70
Structure (SMILES): O=CC(=O)C(=O)S

Last column: natural (NBO) charge in e.
Element x y z (Å)
C  -1.0939  0.7891  -0.1947  0.316
C  0.5030  0.7223  -0.0984  0.375
C  1.2987  -0.5949  -0.0096  0.349
H  -1.3963  -1.7917  0.1892  0.189
H  2.3108  -0.4983  0.4418  0.137
O  -1.4755  1.9427  -0.1346  -0.472
O  1.1183  1.7737  0.0260  -0.408
O  0.9394  -1.7101  -0.2251  -0.472
S  -2.2045  -0.6329  0.0055  -0.014

---

Bottom line: #2, by a margin of 0.600 eV.